Below is C44H62N2O4P2PtSi as an isolated structure, with properties calculated with ωB97M-V with the def2-TZVPD basis set.

Last column: Mulliken charge in e.
Atoms and positions in Å:
Pt -0.478 -0.648 0.122  3.10
P -0.691 1.266 -1.218  -1.42
P 1.361 -0.670 1.682  0.11
Si -1.513 0.660 1.830  0.78
O -4.784 -6.982 -2.020  -0.59
O -4.765 -6.990 0.140  -0.59
O -1.343 -2.119 1.592  -0.73
O -1.885 -1.581 -1.074  0.08
N -4.509 -6.503 -0.941  1.02
N 0.785 -1.984 -1.317  -0.76
C -1.286 0.267 4.620  -0.34
C -3.559 1.230 -1.420  -0.55
C -0.207 4.590 1.926  -0.89
C -3.796 -5.212 -0.946  -0.70
C 0.232 0.093 -3.525  -2.04
C -2.431 -2.770 -0.985  -0.71
C -0.441 2.599 -0.007  0.97
C -2.245 1.576 -2.150  0.99
C 0.585 -0.779 5.702  -0.89
C 2.348 -2.217 1.814  -0.53
C 0.136 4.860 0.607  -1.10
C 0.663 1.129 -2.453  2.66
C -2.752 -3.437 -2.183  -0.72
C -2.319 -2.868 1.453  -1.00
C -3.497 -4.614 0.236  -0.61
C -0.802 2.319 1.314  0.54
C 0.560 -0.524 3.304  -0.30
C -0.681 3.332 2.271  -0.82
C 3.959 3.233 1.145  -0.48
C -0.653 -0.157 5.781  -0.90
C 0.008 3.874 -0.360  -0.45
C -2.300 2.981 -2.805  -0.84
C 2.423 1.946 -4.037  -0.77
C 3.592 -3.926 0.425  -1.06
C 1.103 -4.296 0.904  0.24
C 2.041 0.876 -5.053  -1.04
C -3.332 0.734 2.103  -1.48
C 4.156 2.049 0.201  -1.45
C 2.312 -4.654 0.005  -0.94
C 3.356 -2.432 0.650  -0.58
C -2.948 4.088 -1.973  -0.33
C -3.425 -4.633 -2.165  -0.57
C 1.448 -0.341 -4.348  -0.41
C 1.504 -3.474 2.131  -1.35
C -2.764 -3.412 0.226  1.39
C 2.664 0.638 1.658  -0.19
C 1.190 -0.967 4.467  -0.52
C 1.226 2.367 -3.173  -0.43
C -0.674 0.107 3.376  0.52
C -4.294 3.634 -1.423  -1.49
C 2.931 1.134 0.228  0.70
C 2.432 1.833 2.584  -0.05
C -4.091 2.389 -0.570  -0.37
C 3.664 2.743 2.562  -1.09
H 2.053 1.691 -0.106  -0.82
H -1.125 -0.006 6.744  0.47
H 2.084 -4.106 2.805  0.66
H 4.364 -4.064 -0.332  0.53
H 1.478 0.720 -1.851  -1.10
H 3.019 -1.964 -0.276  -0.01
H 3.121 3.846 0.792  0.07
H 3.221 1.569 -3.387  0.28
H -4.304 1.009 -2.189  0.76
H 2.094 -4.433 -1.045  0.30
H -3.072 4.964 -2.610  0.56
H -2.522 -2.942 -3.118  0.58
H -3.788 -5.091 1.164  0.63
H -3.384 2.635 0.227  0.02
H 3.086 0.291 -0.456  0.14
H -2.123 0.842 -2.952  0.91
H -3.428 0.316 -0.836  -0.28
H 0.625 -5.210 1.255  0.69
H 2.495 -5.727 0.043  0.37
H -0.476 0.571 -4.207  0.78
H 2.815 2.827 -4.547  0.47
H 0.464 2.811 -3.817  0.32
H -3.654 -0.097 2.735  0.54
H 3.496 3.590 3.230  0.43
H 2.912 0.587 -5.643  0.49
H 3.555 0.106 2.015  1.30
H -2.309 4.383 -1.141  -0.01
H 2.936 -1.986 2.704  1.12
H -0.954 3.135 3.304  0.44
H 4.302 -1.947 0.894  0.50
H 0.608 -3.183 2.680  0.42
H 2.229 1.509 3.605  0.43
H -4.978 3.406 -2.247  0.41
H 0.488 5.844 0.325  0.48
H 2.220 -0.773 -3.695  0.22
H 5.037 1.478 0.513  0.43
H -3.559 1.673 2.617  0.47
H 0.329 -3.754 0.353  -0.54
H 4.339 2.394 -0.819  0.45
H 4.848 3.865 1.141  0.47
H -2.260 0.739 4.694  0.50
H 1.288 -1.486 -2.040  -0.18
H -4.747 4.429 -0.833  0.51
H 1.574 2.397 2.233  -0.21
H 0.080 -2.566 -1.760  0.37
H -3.915 0.702 1.190  0.44
H 1.082 -1.123 6.599  0.49
H 1.300 1.283 -5.748  0.36
H 1.165 -1.107 -5.072  0.42
H -0.110 5.360 2.682  0.46
H 0.236 4.115 -1.388  0.46
H -2.907 2.850 -3.705  0.65
H -1.311 3.292 -3.142  -0.20
H -0.290 -0.753 -3.079  0.38
H 1.441 -2.599 -0.855  -0.69
H 4.531 2.196 2.948  0.39
H 3.974 -4.363 1.350  0.40
H -5.033 2.093 -0.106  0.60
H -2.886 -3.123 2.358  0.51
H 2.157 -1.452 4.436  0.44
H -3.682 -5.143 -3.084  0.56
H 1.560 3.120 -2.461  -0.04

Cartesian forces, eV/Å:
Pt -1.08 -2.38 0.22
P 0.94 0.65 0.89
P -0.25 1.41 0.42
Si 0.63 0.60 -0.57
O 0.05 0.08 0.13
O 0.04 0.10 -0.12
O 0.54 0.27 0.35
O -0.41 0.89 -0.75
N -0.09 -0.11 -0.03
N 0.00 -0.08 0.27
C 0.13 0.11 0.09
C 0.12 0.25 0.18
C 0.00 -0.03 0.01
C -0.03 -0.09 -0.24
C 0.23 0.17 0.01
C 0.29 0.03 -0.08
C 0.02 0.11 -0.12
C -0.22 -0.65 0.05
C 0.03 0.00 -0.05
C -0.29 -0.41 -0.64
C -0.02 -0.03 -0.01
C -0.26 -0.05 -0.42
C -0.22 0.19 -0.16
C -0.21 -0.04 0.17
C 0.05 0.08 0.26
C -0.26 0.37 0.24
C 0.34 -0.18 0.16
C -0.19 0.06 -0.14
C 0.09 -0.09 0.06
C -0.03 0.01 -0.05
C 0.03 -0.03 0.03
C 0.16 0.01 0.04
C -0.13 0.06 -0.03
C -0.06 0.07 -0.01
C 0.16 0.03 0.08
C 0.10 -0.04 0.10
C -0.28 -0.49 0.02
C -0.11 0.09 0.02
C 0.01 -0.01 0.14
C 0.05 -0.09 0.25
C -0.14 -0.13 -0.06
C 0.02 -0.07 -0.02
C -0.07 0.14 -0.01
C -0.06 0.07 -0.05
C -0.10 -0.02 -0.05
C 0.03 -0.07 -0.38
C 0.01 0.03 0.02
C 0.18 -0.10 0.08
C -0.28 -0.16 0.26
C 0.06 -0.01 0.02
C 0.29 -0.13 0.13
C 0.28 -0.04 0.12
C -0.05 -0.03 -0.25
C -0.10 0.03 -0.11
H 0.00 0.01 0.01
H 0.00 -0.03 -0.03
H 0.04 0.03 0.00
H 0.02 -0.02 0.02
H -0.01 -0.11 -0.09
H 0.09 0.04 -0.01
H 0.02 0.00 0.00
H 0.00 0.02 -0.01
H 0.02 -0.05 -0.02
H 0.02 -0.06 -0.02
H 0.05 0.01 0.00
H 0.04 -0.08 0.00
H 0.03 0.04 0.00
H -0.03 0.00 0.07
H -0.05 0.03 0.01
H -0.13 0.02 -0.01
H -0.04 0.01 -0.08
H -0.07 0.01 -0.02
H -0.02 -0.01 -0.04
H -0.01 -0.01 0.03
H 0.04 -0.01 0.03
H 0.04 0.03 0.03
H 0.00 0.08 0.04
H 0.02 -0.02 0.01
H -0.01 0.01 -0.02
H 0.01 -0.01 -0.03
H 0.01 0.04 0.03
H -0.02 0.09 0.03
H 0.03 0.01 -0.04
H -0.02 0.06 -0.02
H 0.04 -0.06 0.10
H -0.05 -0.02 -0.01
H -0.02 0.05 0.02
H 0.00 -0.02 0.01
H -0.02 -0.06 -0.05
H 0.01 0.01 -0.05
H -0.01 -0.03 -0.01
H -0.01 -0.07 -0.02
H 0.01 -0.02 0.01
H -0.03 0.02 -0.01
H 0.02 -0.03 -0.01
H 0.05 0.00 -0.07
H -0.02 0.00 -0.02
H -0.14 0.06 -0.01
H 0.03 0.03 -0.11
H -0.04 0.02 0.04
H -0.02 0.01 -0.01
H 0.03 -0.02 -0.04
H -0.01 -0.02 0.03
H 0.00 -0.02 -0.03
H 0.01 0.02 0.03
H 0.06 -0.03 -0.04
H -0.06 0.01 -0.04
H -0.12 -0.03 -0.05
H -0.03 -0.10 -0.12
H -0.02 0.03 0.02
H 0.06 0.00 -0.03
H 0.02 -0.02 0.05
H 0.24 -0.19 0.06
H -0.02 0.00 0.03
H -0.01 0.00 0.01
H -0.01 0.02 0.01

The relative energy (zero: lowest compared OMol25 entry of this formula, charge and spin) comes out at 0.450 eV. The calculation puts the HOMO-LUMO gap at 7.0 eV. The calculation puts the HOMO energy at -13.904 eV. The calculation puts the total energy at -87494.390 eV. As for the molar mass: 968.102 g mol⁻¹. The total charge is +2. For the LUMO energy, the calculation gives -6.92 eV.